No. 1
# C3H37NO17

A cluster of 16 separate species, C3H37NO17 in total at a distorted geometry (the ωB97M-V functional and the def2-TZVPD basis, the Open Molecules 2025 dataset).

## Properties
Multiplicity   1
Highest occupied orbital energy   -0.3768 hartree
Net charge   0
Maximum force   2.89 eV/Å
Lowest unoccupied orbital energy   0.1 eV
Energy relative to the best compared isomer or geometry (same formula, charge and spin)   2.4302 eV
DFT total energy   -40010.8425 eV
Kohn-Sham gap   10.3 eV

XYZ file:
```
58
Properties=species:S:1:pos:R:3:lowdin_charge:R:1
O 2.57 -1.06 -0.41 0.042
C 2.84 -0.25 0.46 -0.527
N 1.82 0.35 1.14 0.094
C 1.95 1.55 1.91 -0.238
O 2.00 2.72 1.10 -0.059
C 4.27 0.01 0.88 0.022
H 0.86 0.14 0.81 0.115
H 2.85 1.56 2.51 0.116
H 1.15 1.67 2.64 0.117
H 1.14 3.12 0.87 0.060
H 4.44 -0.70 1.69 0.101
H 4.41 1.00 1.32 0.070
H 4.84 -0.04 -0.05 0.099
H 0.68 -0.85 -0.97 0.026
H -0.37 0.20 -0.91 0.022
O -0.14 -0.65 -0.49 -0.081
H -3.69 -3.21 0.44 0.052
H -3.42 -3.16 -1.07 0.038
O -3.47 -2.62 -0.27 -0.053
H -3.68 -0.64 -0.74 0.053
H -2.24 -0.64 -0.96 -0.022
O -2.94 -0.02 -0.89 -0.044
H 0.15 -1.92 2.42 0.020
H -1.21 -2.49 2.78 0.060
O -0.42 -2.67 2.21 -0.063
H -1.26 0.25 4.76 0.039
H -1.74 -0.21 3.46 -0.016
O -0.92 -0.08 3.94 -0.051
H -3.02 1.79 -0.44 -0.004
H -3.30 3.08 -1.27 0.068
O -2.82 2.73 -0.51 -0.047
H 0.71 -0.72 -4.85 0.046
H 1.81 0.27 -5.01 0.001
O 0.89 0.23 -4.99 -0.026
H 2.73 3.47 -1.81 0.062
H 2.72 2.25 -0.69 0.033
O 2.78 2.51 -1.65 -0.077
H -1.03 -3.85 -1.14 0.021
H -1.56 -2.43 -1.65 0.044
O -1.61 -3.41 -1.78 -0.085
H -1.29 3.73 -0.39 -0.006
H 0.02 3.10 -0.86 -0.008
O -0.33 3.82 -0.31 -0.073
H -2.90 -0.18 1.43 0.037
H -3.97 0.48 2.45 0.072
O -3.18 -0.08 2.35 -0.048
H 0.82 -4.08 0.59 0.095
H 0.65 -2.80 -0.05 0.035
O 0.56 -3.74 -0.31 -0.089
H -1.17 1.94 3.29 -0.003
H -1.70 2.94 2.21 0.005
O -1.84 2.61 3.09 -0.051
H 0.08 -3.00 -2.94 -0.020
H 1.27 -3.58 -2.06 0.035
O 1.02 -3.14 -2.92 -0.087
H 1.06 1.42 -2.09 0.066
H -0.15 1.73 -2.89 0.087
O 0.08 1.53 -1.96 -0.074
```

=====

No. 2
# HN2O3

A cluster of 2 separate species, HN2O3 in total at a distorted geometry (the ωB97M-V functional and the def2-TZVPD basis, the Open Molecules 2025 dataset).

## Properties
Multiplicity   1
Highest occupied orbital energy   -0.6624 hartree
Net charge   +1
Maximum force   1.68 eV/Å
Lowest unoccupied orbital energy   -7.8 eV
Energy relative to the best compared isomer or geometry (same formula, charge and spin)   0.1546 eV
DFT total energy   -9124.9026 eV
Kohn-Sham gap   10.2 eV

XYZ file:
```
6
Properties=species:S:1:pos:R:3:lowdin_charge:R:1
N -0.49 0.38 0.01 -0.156
N -2.94 0.30 0.41 0.364
O -3.71 0.29 -0.35 0.399
O -0.92 -0.72 0.23 0.103
O -1.23 1.32 -0.24 0.069
H 0.52 0.44 0.03 0.221
```

=====

No. 3
# C11H8F3NS5V

A structure of composition C11H8F3NS5V at a distorted geometry (the ωB97M-V functional and the def2-TZVPD basis, the Open Molecules 2025 dataset).

## Properties
Multiplicity   4
Highest occupied orbital energy (alpha / beta)   0.0322 / -0.0237 hartree
Net charge   -2
Maximum force   2.84 eV/Å
Lowest unoccupied orbital energy (alpha / beta)   5.3 / 5.2 eV
Energy relative to the best compared isomer or geometry (same formula, charge and spin)   0.5914 eV
DFT total energy   -101046.0687 eV
Kohn-Sham gap (alpha / beta)   4.4 / 5.9 eV

XYZ file:
```
29
Properties=species:S:1:pos:R:3:mulliken_spin:R:1
V -0.70 0.20 -1.36 2.553
C 1.50 0.58 -1.94 0.051
C 0.61 0.79 -3.02 0.027
C 0.03 2.06 -2.86 0.032
C 0.63 2.67 -1.75 -0.005
C 1.52 1.76 -1.18 -0.070
H 2.18 -0.26 -1.83 0.013
H 0.51 0.14 -3.89 0.004
H -0.64 2.54 -3.57 0.002
H 0.41 3.66 -1.38 0.004
H 2.13 1.94 -0.30 0.008
F -0.78 -0.40 4.79 0.001
C -0.07 0.33 3.87 -0.006
F -0.63 1.53 3.89 -0.002
F 1.14 0.49 4.49 0.002
C 0.06 -0.39 2.58 -0.026
C 0.66 -1.66 2.67 0.178
C 0.82 -2.41 1.51 -0.100
C 0.33 -1.91 0.32 0.186
N -0.27 -0.70 0.21 -0.071
C -0.37 0.09 1.33 0.081
S -1.00 1.62 1.03 0.049
H 1.00 -2.03 3.63 0.032
H 1.29 -3.38 1.54 -0.007
H 0.40 -2.48 -0.60 0.026
S -3.00 0.50 -1.19 0.013
S -4.04 -0.93 -2.25 0.025
S -2.74 -2.56 -2.04 0.012
S -1.01 -1.77 -2.72 -0.013
```

=====

No. 4
# C17H20Cl2N

The ion C17H20Cl2N with charge +1 at a distorted geometry (the ωB97M-V functional and the def2-TZVPD basis, the Open Molecules 2025 dataset).

## Properties
SMILES   CC(C)(C)[NH2+]C(c1ccc(Cl)cc1)c1ccc(Cl)cc1
Multiplicity   1
Highest occupied orbital energy   -0.4441 hartree
Net charge   +1
Maximum force   2.79 eV/Å
Lowest unoccupied orbital energy   -4.2 eV
Energy relative to the best compared isomer or geometry (same formula, charge and spin)   3.1769 eV
DFT total energy   -44480.1512 eV
Kohn-Sham gap   7.9 eV

XYZ file:
```
40
Properties=species:S:1:pos:R:3:lowdin_charge:R:1
C -0.08 0.18 3.26 -0.036
C 0.01 -1.05 2.34 -0.502
C 1.30 -1.85 2.58 -0.047
C -1.26 -1.91 2.48 -0.040
N -0.03 -0.55 0.75 0.136
C 0.07 -0.29 -1.01 -0.028
C -1.31 0.31 -1.26 -0.214
C -2.37 -0.59 -1.48 -0.024
C -3.63 -0.10 -1.79 -0.074
C -3.82 1.29 -1.87 -0.654
Cl -5.29 1.90 -2.51 0.740
C -2.83 2.18 -1.42 -0.064
C -1.57 1.68 -1.08 -0.030
C 1.46 0.30 -1.28 -0.197
C 2.53 -0.59 -1.39 -0.029
C 3.79 -0.13 -1.77 -0.074
C 3.95 1.24 -2.05 -0.646
Cl 5.46 1.81 -2.69 0.715
C 2.89 2.14 -1.91 -0.075
C 1.63 1.67 -1.56 -0.014
H -1.01 0.72 3.07 0.083
H -0.07 -0.17 4.33 0.120
H 0.75 0.88 3.11 0.092
H 1.50 -2.70 1.89 0.098
H 2.16 -1.15 2.57 0.089
H 1.29 -2.28 3.61 0.105
H -1.40 -2.65 1.66 0.099
H -1.28 -2.48 3.42 0.104
H -2.09 -1.20 2.50 0.091
H -0.30 -1.51 0.43 0.111
H -0.86 0.05 0.82 0.100
H 0.09 -1.28 -1.54 0.149
H -2.20 -1.67 -1.38 0.129
H -4.44 -0.79 -2.02 0.118
H -3.00 3.25 -1.37 0.119
H -0.82 2.32 -0.61 0.117
H 2.37 -1.66 -1.23 0.123
H 4.60 -0.82 -1.92 0.110
H 3.01 3.18 -2.14 0.108
H 0.79 2.34 -1.52 0.091
```